Molecular formula: C13H25BCl2NO4S
Method: DFT, the ωB97M-V functional and the def2-TZVPD basis

```
47
Properties=species:S:1:pos:R:3:forces:R:3
C 0.2363 4.9111 0.5551 -1.063 -0.688 0.229
C 0.5858 3.4365 0.8990 -0.338 0.413 -0.910
C 1.8302 2.8671 0.1858 0.175 0.484 0.995
Cl 3.0656 4.2550 0.1704 -0.250 -0.094 -0.032
B 2.5442 1.5726 0.9450 1.251 -0.677 0.477
Cl 4.3855 1.4975 0.2883 0.471 -0.216 -0.265
C 2.7333 1.8182 2.5790 -0.140 -0.544 -0.481
C 1.9279 0.8871 3.4703 0.513 1.005 0.864
O 2.4373 -0.4784 3.4612 -0.711 1.275 -0.127
C 2.2213 -1.1212 4.5854 -0.008 0.418 -0.036
O 2.4800 -2.2685 4.6833 0.474 -2.466 0.425
N 1.9444 0.2044 0.5642 -0.162 2.162 0.371
C 0.8245 0.0850 0.0628 -1.439 -0.591 -0.960
C -0.4826 -0.0473 0.9044 0.682 -0.682 0.111
C 0.5811 -0.0269 -1.4552 0.218 -0.380 0.942
H 0.5360 5.6019 1.3388 0.421 0.132 -0.248
H 0.5840 5.2001 -0.4318 0.277 0.147 0.105
H -0.8610 4.9693 0.5169 0.062 0.149 0.045
H -0.2757 2.8682 0.5311 0.140 -0.310 0.178
H 0.6067 3.3345 1.9841 0.234 -0.168 -0.026
H 1.5886 2.7145 -0.8657 0.161 -0.033 -0.020
H 3.7787 1.6705 2.8573 0.039 -0.009 -0.087
H 2.5107 2.8539 2.8626 -0.117 -0.072 0.069
H 0.8502 0.9187 3.2998 0.021 -0.386 -0.394
H 2.0663 1.2377 4.5049 -0.139 -0.038 -0.020
H 1.8154 -0.6114 5.4739 -0.109 0.759 -0.380
H -0.6423 0.8454 1.5066 -0.168 0.161 -0.206
H -0.2781 -0.8483 1.6218 -0.126 -0.018 -0.013
H -1.3544 -0.3259 0.3089 -0.115 0.261 0.101
H 1.2304 0.6431 -2.0145 -0.039 0.130 0.069
H -0.4711 0.0833 -1.6998 0.048 0.235 -0.209
H 0.8726 -1.0424 -1.7182 -0.010 -0.008 -0.154
C -2.5673 -4.4701 -2.9345 0.027 0.036 0.074
C -3.3592 -3.7326 -1.8477 -0.029 -0.028 -0.040
C -2.7804 -2.3168 -1.7389 -0.205 -0.226 0.319
S -2.1114 -1.9218 -3.3585 -0.130 -0.109 -0.005
O -0.6850 -1.7874 -3.2421 -0.285 -0.187 -0.503
O -2.9228 -0.9047 -3.9784 0.171 0.094 -0.041
C -2.4771 -3.5043 -4.1117 -0.081 -0.388 0.005
H -3.0474 -5.4055 -3.2214 0.017 0.005 0.000
H -1.5656 -4.7036 -2.5664 0.001 0.003 -0.040
H -4.4115 -3.6795 -2.1376 0.019 0.005 -0.017
H -3.3096 -4.2504 -0.8904 0.002 0.025 -0.003
H -3.5412 -1.5840 -1.4807 0.116 0.120 -0.060
H -1.9629 -2.2706 -1.0210 0.068 0.064 -0.098
H -1.6949 -3.7599 -4.8228 0.037 0.170 -0.005
H -3.4356 -3.4141 -4.6235 0.019 0.063 0.000
```
Positions in Å, forces in eV/Å.

Calculated values
Orbital gap in eV: 5.7
Charge: -1
Energy above the lowest of the compared OMol25 structures with the same formula, charge and spin in kcal/mol: 10.74
Highest occupied orbital energy in eV: -3.6

Molecular formula: C13H25BFN3OPS
Method: DFT, the ωB97M-V functional and the def2-TZVPD basis

```
46
Properties=species:S:1:pos:R:3:forces:R:3
N -6.2302 -0.7765 0.7717 0.523 -0.328 0.499
B -5.4242 -1.3880 -0.2417 -0.176 0.486 -0.194
O -5.7509 -1.6045 -1.5226 0.348 -1.220 0.170
P -3.5704 -2.0118 0.1749 -0.088 0.531 -0.028
C -3.6432 -3.1546 1.5964 -0.011 -0.127 -0.212
C -3.2278 -4.5659 1.2010 -0.068 -0.021 -0.041
F -1.8573 -4.5690 1.0402 0.156 0.010 -0.062
C -2.4013 -0.6750 0.5139 0.318 0.000 0.036
C -1.8575 -0.0091 -0.7703 -0.035 -0.101 -0.040
C -0.3314 -0.0371 -0.8742 -0.093 -0.023 -0.042
S 0.5568 0.7011 0.5235 -0.097 0.240 0.026
H -6.7546 -1.3818 1.3965 -0.426 0.120 -0.308
H -5.7249 -0.1335 1.3759 -0.019 -0.049 0.003
H -6.6202 -1.9541 -1.7509 -0.322 0.658 -0.116
H -3.0593 -2.7285 -0.9120 0.060 -0.045 0.042
H -2.9373 -2.7812 2.3408 -0.148 -0.040 0.132
H -4.6498 -3.1597 2.0161 0.034 0.088 0.035
H -3.5026 -5.2828 1.9737 0.095 0.025 0.056
H -3.6657 -4.8843 0.2524 -0.102 -0.026 0.047
H -2.8760 0.0491 1.1794 -0.046 -0.055 -0.011
H -1.5906 -1.1220 1.0960 -0.021 -0.031 -0.041
H -2.2061 1.0212 -0.8286 -0.018 -0.026 0.046
H -2.2432 -0.5262 -1.6560 -0.032 0.121 -0.032
H -0.0421 0.5822 -1.7257 0.004 -0.069 -0.008
H 0.0391 -1.0421 -1.0803 0.003 0.007 0.111
H 0.4482 -0.2809 1.4279 0.072 -0.117 -0.117
N 2.9050 1.2972 -2.1646 -0.004 0.019 0.004
C 3.1882 2.5811 -2.5560 -0.012 -0.006 -0.002
C 4.1310 2.5162 -3.5445 0.005 -0.001 -0.003
C 4.4304 1.1423 -3.7591 0.003 0.004 -0.001
C 3.6607 0.4148 -2.8939 -0.012 0.002 -0.001
H 2.2492 1.0429 -1.4497 0.042 -0.043 0.049
H 2.7018 3.4252 -2.0970 0.014 0.001 0.009
H 4.5638 3.3590 -4.0564 0.000 -0.003 0.002
H 5.1350 0.7379 -4.4662 -0.001 0.002 0.002
H 3.5896 -0.6476 -2.7336 0.009 0.002 0.006
N 3.7654 2.0763 1.3264 0.012 0.017 0.021
C 5.0994 2.3554 1.4388 0.000 -0.005 -0.008
C 5.3013 2.9615 2.6496 -0.005 0.004 0.006
C 4.0377 3.0536 3.2939 0.004 -0.002 0.002
C 3.1102 2.5002 2.4522 0.003 -0.035 -0.004
H 3.3377 1.6337 0.5345 0.041 0.005 -0.014
H 5.7875 2.1016 0.6506 -0.004 0.009 -0.003
H 6.2481 3.3040 3.0317 -0.003 -0.001 -0.001
H 3.8348 3.4806 4.2618 0.000 0.000 -0.003
H 2.0457 2.3791 2.5633 -0.003 0.026 -0.015
```
Positions in Å, forces in eV/Å.

Calculated values
Orbital gap in eV: 5.8
Charge: +1
Highest occupied orbital energy in eV: -9.7

Molecular formula: C13H25BrCl12NNbPS
Method: DFT, the ωB97M-V functional and the def2-TZVPD basis

```
55
Properties=species:S:1:pos:R:3:forces:R:3
C 3.6556 0.0090 0.2358 -0.380 -1.440 -2.373
C 3.1133 -0.6271 -0.9103 -0.512 2.142 0.972
C 1.9187 0.0741 -1.6477 0.539 -1.183 0.044
Nb -0.1298 -0.5358 -0.7618 -2.518 -2.428 2.411
C -0.0987 -2.3306 -2.1484 0.216 -0.759 -1.009
C -0.2760 -3.7809 -1.5558 0.773 -0.551 -2.656
C 0.9294 -4.7445 -2.0330 -0.561 -0.245 0.128
Br -0.4389 -4.0039 0.3925 -0.244 -0.040 -0.143
N -2.0267 -0.9939 0.1181 1.357 3.527 0.152
C -2.7406 0.0663 0.4214 0.108 -1.319 -1.274
C -4.0591 0.2938 -0.4542 0.535 -0.164 0.174
C -2.4687 1.0931 1.5820 -1.530 -0.263 -0.064
P -1.1730 0.8498 -2.6808 0.837 0.700 -0.828
S -0.7050 2.7647 -2.4138 -0.283 0.623 0.005
H 2.9658 0.3044 1.0646 0.747 0.946 -1.245
H 4.7801 0.2042 0.2259 -2.183 -1.048 -0.199
H 3.5380 -1.6021 -1.2972 0.101 1.661 -0.278
H 2.0272 1.1921 -1.7029 0.071 -1.229 0.350
H 1.9168 -0.3159 -2.7177 -0.150 0.396 1.191
H -0.0349 0.9804 0.2218 0.422 0.289 -0.152
H 0.8282 -1.3545 0.5591 0.252 0.365 -0.367
H 0.8546 -2.2783 -2.7674 -1.084 -0.248 0.765
H -0.9365 -2.1736 -2.9086 0.839 -0.117 0.914
H -1.2058 -4.2306 -2.0217 0.900 0.590 1.092
H 0.4693 -5.6518 -2.5290 0.594 0.819 0.641
H 1.5456 -5.0829 -1.1572 -0.532 0.333 -0.930
H 1.5900 -4.2618 -2.8018 -0.664 -0.277 0.832
H -4.9801 -0.1041 0.0788 1.060 0.795 -0.337
H -4.1313 1.3917 -0.6910 -0.253 -1.032 0.294
H -3.9965 -0.2935 -1.4189 0.152 0.638 1.166
H -2.3683 0.4896 2.5329 0.202 0.815 -0.980
H -3.4006 1.7386 1.6676 1.176 -0.878 -0.019
H -1.6162 1.7945 1.4005 -0.555 -1.086 0.033
H -0.5488 0.4849 -3.9328 -0.904 -0.205 0.251
H -2.5842 0.6720 -2.8241 0.390 -0.162 -0.503
C -6.5493 3.0832 2.0852 0.141 0.028 -0.119
Cl -6.0596 3.5636 0.4567 -0.072 0.015 0.161
Cl -7.4554 1.5638 2.0406 -0.006 0.049 0.045
Cl -5.1381 2.9327 3.1386 -0.289 0.136 0.085
H -7.1969 3.8555 2.4889 0.069 -0.130 -0.051
C -9.1226 0.5640 -1.4972 0.181 0.095 -0.069
Cl -7.4506 0.9549 -1.9119 -0.162 -0.084 0.074
Cl -9.9656 1.9957 -0.8888 0.014 -0.093 0.000
Cl -9.9709 -0.1076 -2.8971 0.005 -0.014 0.097
H -9.1132 -0.1859 -0.7119 -0.014 0.106 -0.102
C 6.6104 0.3421 3.3301 0.000 -0.253 -0.101
Cl 7.2190 2.0026 3.2393 -0.260 0.169 0.073
Cl 5.7439 0.0815 4.8522 0.100 -0.004 -0.009
Cl 5.5599 -0.0155 1.9409 1.151 0.093 1.796
H 7.4614 -0.3336 3.3030 -0.066 0.151 0.119
C 10.9763 2.0163 2.8263 -0.075 -0.072 -0.055
Cl 11.4329 2.4929 1.1861 -0.052 0.003 0.121
Cl 10.0394 0.5197 2.8010 0.446 -0.087 -0.054
Cl 12.4117 1.8364 3.8445 -0.082 0.045 -0.016
H 10.3538 2.8001 3.2489 0.053 -0.118 -0.054
```
Positions in Å, forces in eV/Å.

Calculated values
Orbital gap in eV: 5.8
Charge: -1
Highest occupied orbital energy in eV: -4.0

Molecular formula: C13H25Cl3O9P2SYb
Method: DFT, the ωB97M-V functional and the def2-TZVPD basis

```
54
Properties=species:S:1:pos:R:3:forces:R:3
C 3.8388 -2.2380 -1.0203 0.186 0.061 -0.092
C 3.6125 -0.9168 -0.1282 1.400 -2.796 0.061
O 2.7112 -0.0410 -0.9286 4.893 1.145 6.548
P 2.8302 1.6170 -0.4396 1.365 5.978 -0.117
O 2.2503 2.4770 -1.6260 0.602 -4.336 1.842
C 1.8424 2.0389 1.0964 -1.438 -0.410 0.506
C 0.7588 0.8899 1.5103 2.549 1.162 0.541
O -0.2532 0.9214 0.4729 -1.669 -1.646 1.053
P -1.7834 0.4294 1.0203 -3.555 1.763 1.630
O -2.1295 0.8609 2.4350 1.651 -1.016 -3.299
O -2.8769 1.0523 -0.1316 3.324 -1.222 2.462
C -3.9160 1.8635 0.4961 -2.404 0.478 -0.099
C -5.0256 0.8779 1.0817 -0.390 -0.142 -0.726
C -5.2924 -0.3558 0.0599 -0.381 0.233 0.772
C -5.5992 0.1164 -1.4378 -0.917 -0.165 1.507
S -4.2982 -0.3232 -2.6782 -0.972 3.434 -7.182
O -3.3569 0.8140 -3.0050 -1.434 -2.902 2.507
O -5.0369 -0.6394 -3.9607 1.510 -0.262 4.167
Cl -3.2077 -2.0222 -2.1892 -0.516 0.519 0.372
O -2.0318 -1.2836 0.9625 3.128 1.763 -2.250
C -0.8491 -1.9824 0.6218 1.061 -2.155 3.465
Cl -0.0371 -1.9393 -1.0103 -0.874 0.144 0.883
C -0.2937 -2.8066 1.6336 -1.219 1.203 -1.071
C -0.9653 -2.9340 3.0898 0.636 -0.067 -0.258
Cl 1.1897 -3.7984 1.3277 -1.734 1.194 0.287
O 4.4124 2.1466 -0.1742 -3.466 -2.296 -0.925
C 5.2066 2.1553 -1.4011 2.624 -0.357 -1.145
C 6.4494 1.1146 -1.2966 -0.581 0.361 -0.047
H 4.9485 -2.3918 -1.2350 -1.520 0.200 0.392
H 3.4238 -3.1556 -0.4977 0.507 1.206 -0.736
H 3.3379 -2.1602 -2.0553 0.583 -0.060 1.486
H 3.1568 -1.2237 0.8652 0.164 0.772 -1.342
H 4.6293 -0.4479 0.0527 -1.551 -0.035 -0.348
H 1.1971 2.9476 0.8090 1.253 -1.224 -0.003
H 2.4625 2.3666 1.9876 -0.377 -0.734 -1.198
H 1.3457 -0.0824 1.5682 -1.297 0.812 -0.150
H 0.4002 1.1788 2.5459 -0.057 -0.487 -1.404
H -3.5399 2.6490 1.2194 -0.216 -1.289 -0.723
H -4.4174 2.4404 -0.3623 1.123 -0.904 1.061
H -6.0222 1.4469 1.1330 1.546 -0.666 0.206
H -4.7664 0.4543 2.1086 -0.299 0.714 -1.398
H -6.2204 -0.9050 0.4556 1.377 0.808 -0.672
H -4.4455 -1.1131 0.1110 -1.058 1.038 -0.237
H -5.7511 1.2518 -1.5252 0.702 -1.662 -0.106
H -6.5950 -0.3338 -1.7872 1.860 0.306 0.071
H -1.9617 -3.4773 3.0603 1.250 0.661 -0.286
H -1.1459 -1.9089 3.5624 0.332 -1.332 -0.850
H -0.2624 -3.5383 3.7564 -0.949 0.914 -1.002
H 5.6161 3.2058 -1.5391 -0.832 -1.291 0.308
H 4.6378 1.8586 -2.3387 0.271 0.670 1.299
H 6.6811 0.8481 -0.2106 -0.412 0.325 -1.480
H 7.3874 1.5963 -1.7237 -1.297 -0.690 0.438
H 6.1796 0.1895 -1.9190 0.651 1.164 1.062
Yb 1.5750 0.2099 -2.4218 -5.133 1.119 -5.784
```
Positions in Å, forces in eV/Å.

Calculated values
Orbital gap in eV: 7.4
Charge: +2
Energy above the lowest of the compared OMol25 structures with the same formula, charge and spin in kcal/mol: 180.03
Highest occupied orbital energy in eV: -14.8

Molecular formula: C13H25Cl8FN2O7
Method: DFT, the ωB97M-V functional and the def2-TZVPD basis

```
56
Properties=species:S:1:pos:R:3:forces:R:3
O -0.4118 -0.3938 3.2149 -0.020 -0.161 -0.016
C 0.4891 0.3388 3.4452 -0.562 0.578 -0.446
O 1.5581 0.0559 4.1756 0.628 -0.630 0.805
C 2.2763 1.2396 4.4536 0.676 1.301 -1.036
C 1.8201 2.1227 3.2762 0.540 0.137 0.633
F 2.6580 1.8959 2.1902 -0.280 0.067 0.305
O 0.5607 1.6329 2.9690 0.024 -0.272 0.168
H 2.0815 1.6401 5.4479 -0.507 -0.057 -0.090
H 3.3617 1.1876 4.3557 -0.095 -0.878 0.014
H 1.8396 3.1940 3.4838 -0.357 -0.137 -0.207
C 1.5289 0.5048 -5.1722 -0.408 -0.622 -0.594
N 1.1250 0.9332 -6.5533 -0.134 0.225 0.478
O -0.0057 0.6887 -6.9108 -0.227 -0.227 -0.032
O 1.9362 1.5464 -7.1987 0.511 0.169 -0.270
H 0.7106 -0.1000 -4.7993 0.084 0.241 0.164
H 1.7018 1.4042 -4.5924 0.183 -0.047 0.071
H 2.3931 -0.1432 -5.2841 0.273 0.340 0.090
C 2.5494 -3.1839 3.0364 0.100 -0.451 -0.873
N 2.8784 -3.5156 4.4452 -0.264 1.327 0.939
O 4.0334 -3.7718 4.7267 -0.282 -0.406 -0.481
O 2.0072 -3.2989 5.2761 0.152 -0.546 -0.429
H 1.4965 -3.0039 2.8594 -0.086 0.153 0.682
H 2.8159 -3.9970 2.3640 0.383 -0.078 0.309
H 3.1469 -2.3115 2.7885 0.001 0.015 -0.003
Cl -3.2013 -0.1057 -5.9508 -0.006 -0.010 0.295
C -2.1002 0.1816 -4.5184 -1.505 -0.723 -1.075
C -2.7158 -0.3777 -3.2560 -0.174 0.529 -0.351
Cl -3.0470 -2.1108 -3.2839 0.378 -0.433 0.008
H -2.1267 1.2651 -4.4711 0.812 0.040 0.208
H -1.2029 -0.3175 -4.8642 0.223 0.442 0.481
H -3.7031 0.0565 -3.1198 0.193 0.335 0.239
H -2.0339 -0.1336 -2.4426 -0.386 -0.100 0.047
Cl -1.1231 2.7476 0.3354 -0.170 0.452 -0.338
C 0.1436 2.6845 -0.9233 0.112 -1.547 0.322
C 0.9385 3.9447 -1.0684 0.240 -0.020 -0.361
Cl 2.4121 3.5226 -2.0126 -0.036 0.079 0.002
H -0.2460 2.2753 -1.8555 -0.424 0.660 -0.091
H 0.7418 1.8341 -0.5951 0.506 0.446 0.166
H 1.2753 4.3437 -0.1173 -0.088 -0.009 0.032
H 0.4216 4.7001 -1.6528 -0.086 0.069 0.180
Cl -3.3616 0.9353 1.9681 -0.134 0.161 0.177
C -3.8766 -0.4545 2.9543 0.395 -0.515 -0.526
C -3.2514 -1.7161 2.4082 -0.067 -0.542 -0.721
Cl -3.8522 -2.0792 0.7320 -0.048 0.026 0.247
H -4.9556 -0.5578 2.8745 -0.032 0.248 0.202
H -3.5455 -0.3094 3.9789 -0.087 0.139 0.027
H -3.5155 -2.5826 3.0112 -0.047 0.068 0.072
H -2.1780 -1.6958 2.2579 -0.024 0.373 0.526
Cl 0.6053 -0.4879 -2.1487 -0.371 -0.063 0.182
C -0.5068 -1.0298 -0.8549 0.046 -0.197 0.799
C 0.2537 -1.5160 0.3660 -1.069 -0.610 0.076
Cl 1.3062 -2.9050 0.0366 0.344 -0.082 -0.357
H -1.1897 -1.8034 -1.2065 0.501 -0.236 -0.379
H -1.1988 -0.2510 -0.5209 0.470 0.473 -0.129
H -0.5206 -1.9447 1.0047 0.100 0.298 0.198
H 0.8034 -0.7778 0.9370 0.099 0.212 -0.334
```
Positions in Å, forces in eV/Å.

Calculated values
Structure (SMILES): O=C1OC[C@@H](F)O1.C[N+](=O)[O-].C[N+](=O)[O-].ClCCCl.ClCCCl.ClCCCl.ClCCCl
Orbital gap in eV: 10.6
Highest occupied orbital energy in eV: -10.6